{
  "formula": "C4H3I3",
  "method": "ωB97M-V with the def2-TZVPD basis set",
  "e_homo_ha": -0.3021,
  "orbital_gap_ev": 7.7603,
  "total_energy_ev": -28495.8044,
  "de_lowest_kcal_mol": 10.4,
  "species": ["C", "C", "C", "C", "I", "I", "I", "H", "H", "H"],
  "xyz": [[1.87747, -0.28139, -0.04250], [0.75176, 0.40976, 0.12691], [-0.49142, -0.35439, 0.00316], [-1.79326, 0.42856, -0.14433], [-0.59826, -2.44474, -0.08516], [-3.62870, -0.49578, 0.01233], [-1.78888, 2.53329, -0.08740], [2.89420, 0.13478, 0.25019], [1.95235, -1.29379, -0.54167], [0.82473, 1.36371, 0.50848]],
  "atomic_forces_ev_per_a": [[2.6, -0.3, -0.5], [0.6, -4.0, -0.5], [-5.7, 4.2, -1.0], [4.9, -2.9, 1.1], [0.2, 0.6, 0.1], [-0.2, 0.2, -0.2], [0.0, -0.6, -0.1], [-1.5, -0.3, -0.6], [-0.4, 1.3, 1.0], [-0.5, 1.9, 0.8]],
  "nbo_charge": [-0.323, -0.311, -0.235, -0.489, 0.226, 0.256, 0.226, 0.204, 0.208, 0.237]
}


{
  "formula": "C4H9FOS",
  "method": "ωB97M-V with the def2-TZVPD basis set",
  "e_homo_ha": -0.3043,
  "smiles": "C=[S@@H](=O)C(C)(C)F",
  "orbital_gap_ev": 8.7137,
  "total_energy_ev": -19889.4628,
  "de_lowest_kcal_mol": 88.4,
  "species": ["C", "S", "O", "C", "C", "C", "F", "H", "H", "H", "H", "H", "H", "H", "H", "H"],
  "xyz": [[-2.05461, -1.43329, 0.58862], [-1.21887, -0.09749, -0.15340], [-2.18940, 0.89928, -0.51523], [0.53373, 0.46510, 0.28263], [0.89475, 1.64579, -0.57765], [1.23856, -0.82817, 0.07174], [0.57779, 0.98548, 1.61419], [-1.25744, -2.15940, 0.89190], [-2.63249, -1.20124, 1.45675], [-0.89941, -0.65245, -1.33171], [1.22420, 1.22831, -1.55213], [1.65940, 2.35390, -0.22762], [-0.05826, 2.23272, -0.73417], [2.06092, -0.87553, -0.63047], [1.68484, -1.12906, 1.03443], [0.43629, -1.43394, -0.21789]],
  "atomic_forces_ev_per_a": [[2.8, -0.3, -0.6], [-3.4, -1.9, 0.7], [0.2, 2.0, 0.3], [0.5, 2.6, 0.8], [-1.2, 0.3, -1.7], [1.6, 0.5, 1.9], [-0.4, -1.4, -1.0], [-0.7, 0.2, -0.3], [-0.3, 0.9, 0.5], [0.9, -0.3, -0.1], [-0.2, 0.6, 0.3], [-0.1, -0.7, 0.4], [1.1, -0.4, 0.0], [-0.2, 0.5, -0.4], [-0.5, -0.2, -0.3], [-0.1, -2.3, -0.4]],
  "nbo_charge": [-0.967, 1.566, -0.924, 0.181, -0.674, -0.673, -0.359, 0.186, 0.226, 0.014, 0.216, 0.253, 0.250, 0.240, 0.259, 0.207]
}


{
  "formula": "C31H37N3O8",
  "method": "ωB97M-V with the def2-TZVPD basis set",
  "e_homo_ha": -0.2513,
  "smiles": "CCOC(=O)C(C(C)=O)(C(=O)OCC)[C@@H](/C=C/N1[C@H](Cc2ccccc2)C(=O)N(C)C1(C)C)c1cccc([N+](=O)[O-])c1",
  "orbital_gap_ev": 6.0199,
  "total_energy_ev": -53590.7532,
  "de_lowest_kcal_mol": 81.0,
  "species": ["C", "C", "O", "C", "O", "C", "C", "C", "O", "C", "O", "O", "C", "C", "C", "C", "C", "N", "C", "C", "C", "C", "C", "C", "C", "C", "C", "O", "N", "C", "C", "C", "C", "C", "C", "C", "C", "C", "N", "O", "O", "C", "H", "H", "H", "H", "H", "H", "H", "H", "H", "H", "H", "H", "H", "H", "H", "H", "H", "H", "H", "H", "H", "H", "H", "H", "H", "H", "H", "H", "H", "H", "H", "H", "H", "H", "H", "H", "H"],
  "xyz": [[-4.02920, -0.20085, 0.72672], [-3.32369, 0.91979, 1.43918], [-2.22568, 0.33459, 2.21776], [-1.61083, 1.26174, 2.99061], [-1.94424, 2.42532, 3.01313], [-0.45894, 0.67402, 3.81379], [-0.89511, -0.81774, 3.96629], [-0.22806, -1.87624, 3.17135], [-1.80846, -1.09156, 4.72048], [0.64675, 0.87413, 2.69904], [1.56239, 0.08113, 2.48340], [0.57703, 2.06858, 2.07870], [1.81272, 2.50976, 1.43140], [1.47438, 3.85858, 0.85423], [-0.35133, 1.05867, 5.37963], [-1.03398, 2.04324, 6.22323], [-1.57006, 3.25637, 5.70790], [-2.35720, 4.12574, 6.36890], [-2.92939, 5.23363, 5.61374], [-1.87689, 6.13208, 4.95723], [-2.47974, 7.27055, 4.16928], [-2.19665, 8.59714, 4.50328], [-2.85231, 9.63567, 3.85807], [-3.75746, 9.35584, 2.81481], [-3.99836, 8.02184, 2.44797], [-3.34357, 6.98611, 3.10407], [-3.77863, 5.94284, 6.67763], [-4.51396, 6.92222, 6.51107], [-3.62297, 5.26111, 7.84930], [-4.19669, 5.72651, 9.09367], [-2.64100, 4.18446, 7.81121], [-1.38118, 4.59083, 8.59531], [-3.27855, 2.91206, 8.39178], [0.55081, 0.16995, 6.21863], [1.68879, -0.46987, 5.66123], [2.48275, -1.40682, 6.38474], [2.29188, -1.65717, 7.72770], [1.30257, -0.92307, 8.38587], [1.15048, -1.09934, 9.79709], [1.94643, -1.89217, 10.35390], [0.27209, -0.49049, 10.43440], [0.43487, -0.06935, 7.62897], [-4.89095, 0.18515, 0.17243], [-3.37514, -0.68357, -0.00773], [-4.40886, -0.96703, 1.41087], [-2.90654, 1.62277, 0.71327], [-3.97726, 1.44088, 2.14296], [0.77557, -1.67946, 2.78568], [-0.19038, -2.74631, 3.84386], [-0.88024, -2.12918, 2.32675], [2.56764, 2.56655, 2.22275], [2.11213, 1.78605, 0.66628], [2.38394, 4.36335, 0.51738], [0.82354, 3.77378, -0.02563], [0.98354, 4.49481, 1.60253], [0.06112, 1.94722, 4.58604], [-0.83685, 2.02251, 7.32243], [-1.40696, 3.46804, 4.65941], [-3.62338, 4.84182, 4.84589], [-1.21391, 6.52271, 5.74540], [-1.28397, 5.49488, 4.29050], [-1.47588, 8.79295, 5.30910], [-2.67572, 10.67078, 4.16468], [-4.26427, 10.16534, 2.29942], [-4.71257, 7.78975, 1.64966], [-3.50556, 5.94039, 2.82215], [-4.89047, 6.54375, 8.88411], [-4.73437, 4.91322, 9.59017], [-3.41323, 6.08968, 9.76924], [-1.06778, 5.59833, 8.28376], [-1.61054, 4.61776, 9.67043], [-0.56480, 3.88088, 8.41863], [-4.28632, 2.78013, 7.97152], [-2.66807, 2.02616, 8.19716], [-3.38783, 3.04546, 9.47943], [1.94685, -0.29975, 4.60617], [3.21295, -2.00239, 5.84658], [2.86704, -2.38386, 8.28455], [-0.42427, 0.30821, 8.21399]],
  "atomic_forces_ev_per_a": [[-0.2, -0.5, -0.3], [0.1, -0.4, 0.1], [0.2, 1.1, 0.0], [-1.7, 0.9, 0.8], [0.2, -0.9, -0.3], [-3.2, -3.4, -0.8], [-0.6, -0.8, -0.3], [0.3, -1.5, 0.1], [1.0, 0.6, -0.5], [3.0, -0.4, 0.8], [-1.5, 1.8, 0.1], [0.1, -1.0, 0.6], [-0.4, 0.0, 0.0], [0.1, 0.4, -0.3], [3.2, 3.4, -2.7], [-2.5, 3.7, 0.0], [1.4, -3.8, 1.6], [-0.4, 1.0, 0.2], [-0.6, 0.0, 0.4], [0.1, 0.2, 0.1], [0.1, 0.0, -0.2], [-0.1, -0.3, 0.3], [-0.4, 0.1, -0.6], [0.4, -0.5, 0.5], [0.0, 0.4, -0.1], [0.1, 0.2, 0.3], [-0.9, 0.9, -0.1], [1.2, -1.4, 0.2], [0.0, 0.6, -0.4], [0.0, -0.1, 0.1], [0.2, -0.1, -0.1], [-0.1, 0.1, 0.1], [-0.1, 0.1, 0.0], [2.3, -0.7, 0.4], [0.0, -0.6, 0.2], [-0.8, 0.5, -0.8], [-0.3, 0.4, 0.3], [-0.6, 0.8, -2.9], [-0.1, -0.7, 3.1], [-1.4, 1.4, -1.0], [1.2, -0.7, -1.5], [-0.8, -0.2, 0.7], [0.1, 0.1, 0.1], [0.0, 0.1, 0.2], [0.2, 0.2, 0.0], [0.0, 0.1, 0.3], [0.1, 0.0, -0.2], [-0.6, 0.0, 0.3], [-0.1, 0.0, -0.4], [0.0, 0.0, 0.1], [0.0, -0.1, -0.2], [0.0, 0.1, 0.3], [0.0, -0.1, 0.1], [0.0, -0.1, 0.3], [0.1, -0.2, -0.2], [1.9, -0.5, 3.1], [-0.7, -0.5, -1.3], [-0.4, 0.0, 0.2], [0.2, 0.2, 0.2], [-0.1, -0.1, -0.3], [0.0, 0.1, 0.1], [-0.4, 0.0, -0.3], [0.0, -0.4, -0.2], [0.0, -0.1, 0.1], [0.3, 0.2, 0.3], [-0.1, 0.4, 0.0], [0.2, -0.2, -0.1], [0.0, 0.1, 0.0], [-0.1, 0.0, -0.1], [0.0, -0.3, 0.0], [0.2, -0.1, -0.3], [-0.2, 0.2, 0.1], [0.4, -0.1, 0.0], [-0.3, 0.2, 0.1], [0.1, -0.2, -0.3], [-0.2, -0.2, 0.6], [0.1, 0.3, 0.0], [0.1, 0.1, -0.1], [0.7, 0.0, -0.5]],
  "mulliken_charge": [-1.311, -0.009, -0.338, -0.792, -0.566, 3.520, 0.509, -1.669, -0.594, -0.379, -0.674, -0.197, -0.203, -1.098, 0.278, -0.632, 0.153, 0.491, 0.076, -0.393, 0.482, -0.370, -0.554, -0.478, -0.622, -0.273, 0.064, -0.738, 0.262, -0.999, 0.349, -1.532, -1.520, 0.444, -0.439, -0.965, -0.480, -0.691, 0.952, -0.606, -0.581, 0.204, 0.412, 0.310, 0.325, 0.262, 0.257, 0.366, 0.484, 0.233, 0.300, 0.284, 0.411, 0.292, 0.232, 0.256, -0.160, 0.006, 0.226, 0.247, 0.334, 0.311, 0.358, 0.369, 0.355, 0.356, 0.382, 0.273, 0.335, 0.369, 0.472, 0.256, 0.387, 0.287, 0.470, 0.383, 0.412, 0.500, 0.567]
}


{
  "formula": "C2H4NO3P",
  "method": "ωB97M-V with the def2-TZVPD basis set",
  "e_homo_ha": 0.0462,
  "total_charge": -2,
  "orbital_gap_ev": 5.5638,
  "total_energy_ev": -19058.7745,
  "de_lowest_kcal_mol": 40.9,
  "species": ["C", "C", "N", "O", "O", "O", "P", "H", "H", "H", "H"],
  "xyz": [[-0.01541, 0.30603, -0.16094], [-2.41179, 0.13658, 0.03593], [-1.07333, 0.19308, 0.58430], [2.95507, -1.79659, 0.59158], [3.29102, 0.63435, 1.40980], [3.17528, 0.05267, -1.16869], [3.04123, -0.36106, 0.28352], [-0.30209, 0.47201, -1.35482], [-2.69187, -0.86257, -0.39538], [-2.76060, 0.98804, -0.68835], [-3.20750, 0.23746, 0.86306]],
  "atomic_forces_ev_per_a": [[-0.9, 0.1, -0.5], [-2.4, 0.7, 0.2], [0.7, -0.1, -0.6], [-0.1, -1.1, 0.4], [-0.1, -1.1, -1.4], [0.2, -0.2, 1.4], [0.0, 2.5, -0.6], [0.1, -0.2, 1.3], [0.5, 0.7, -0.1], [1.0, -1.2, 0.6], [1.1, 0.0, -0.6]],
  "nbo_charge": [-0.211, -0.460, -0.652, -1.171, -1.167, -1.166, 2.450, -0.037, 0.154, 0.126, 0.136]
}


{
  "formula": "C26H38BrN3O4S",
  "method": "ωB97M-V with the def2-TZVPD basis set",
  "e_homo_ha": -0.3004,
  "smiles": "CCN(CC)S(=O)(=O)c1ccc(N2CCOCC2)c(NC(=O)C[C@@]23C[C@@H]4C[C@@H](C[C@@](Br)(C4)C2)C3)c1",
  "orbital_gap_ev": 8.5272,
  "total_energy_ev": -121118.2493,
  "de_lowest_kcal_mol": 0.0,
  "species": ["C", "C", "N", "C", "C", "S", "O", "O", "C", "C", "C", "C", "N", "C", "C", "O", "C", "C", "C", "N", "C", "O", "C", "C", "C", "C", "C", "C", "C", "C", "Br", "C", "C", "C", "C", "H", "H", "H", "H", "H", "H", "H", "H", "H", "H", "H", "H", "H", "H", "H", "H", "H", "H", "H", "H", "H", "H", "H", "H", "H", "H", "H", "H", "H", "H", "H", "H", "H", "H", "H", "H", "H", "H"],
  "xyz": [[-7.80231, -2.19255, 2.09939], [-6.87669, -1.21378, 1.38319], [-5.90199, -1.89942, 0.57116], [-4.79703, -2.57765, 1.21566], [-4.82237, -4.07156, 0.91299], [-5.57033, -1.29619, -0.93676], [-6.77028, -0.69310, -1.43810], [-4.95153, -2.33985, -1.70205], [-4.34317, -0.01807, -0.67739], [-4.69310, 1.18196, -0.08789], [-3.73542, 2.15940, 0.08533], [-2.40404, 1.97151, -0.31727], [-1.46629, 2.97225, -0.18861], [-0.68334, 3.39188, -1.33406], [0.64673, 3.97861, -0.85538], [0.43547, 5.04425, 0.03949], [-0.30754, 4.60403, 1.15193], [-1.68026, 4.06636, 0.73273], [-2.05601, 0.70728, -0.84344], [-0.72452, 0.36705, -1.17078], [0.33633, 0.48375, -0.31378], [0.25372, 1.01998, 0.76600], [1.60525, -0.10182, -0.91884], [2.82156, -0.18003, 0.01800], [2.50859, -1.03660, 1.24909], [3.74650, -1.14202, 2.13917], [4.17322, 0.25325, 2.59242], [4.50237, 1.10206, 1.36552], [5.64641, 0.45128, 0.58352], [5.19287, -0.93080, 0.15038], [6.67559, -1.78771, -0.88718], [4.88918, -1.79774, 1.35875], [3.97869, -0.83478, -0.75576], [3.26616, 1.21294, 0.47436], [-3.03390, -0.25598, -1.04078], [-8.56834, -1.64417, 2.64155], [-8.28057, -2.84206, 1.37213], [-7.24788, -2.80602, 2.80533], [-6.38337, -0.55669, 2.11587], [-7.45866, -0.60339, 0.69155], [-3.85596, -2.14670, 0.85277], [-4.85372, -2.40187, 2.29344], [-4.77410, -4.21353, -0.16255], [-3.97436, -4.56467, 1.38213], [-5.74214, -4.51621, 1.28242], [-5.72004, 1.35684, 0.18908], [-4.03042, 3.10929, 0.50087], [-0.50577, 2.55255, -2.00360], [-1.23231, 4.17210, -1.88691], [1.21180, 4.38739, -1.69506], [1.23181, 3.19162, -0.36109], [-0.41615, 5.46732, 1.81021], [0.23694, 3.80340, 1.67260], [-2.19907, 3.70040, 1.61830], [-2.26081, 4.87984, 0.26930], [-0.62951, -0.27762, -1.94342], [1.86174, 0.51202, -1.78819], [1.37709, -1.10784, -1.28222], [1.69113, -0.58109, 1.80818], [2.19108, -2.03471, 0.93548], [3.51325, -1.75844, 3.01361], [3.36519, 0.72028, 3.15802], [5.04607, 0.18431, 3.24554], [4.81178, 2.10368, 1.68173], [6.53822, 0.37672, 1.21018], [5.89912, 1.05726, -0.29005], [5.77567, -1.88711, 1.99103], [4.60102, -2.80252, 1.04011], [4.22071, -0.24032, -1.64085], [3.68717, -1.83337, -1.09219], [2.45686, 1.68219, 1.03324], [3.49111, 1.83496, -0.39650], [-2.78899, -1.21191, -1.47951]],
  "atomic_forces_ev_per_a": [[0.2, 0.2, -0.2], [-0.5, 0.3, 0.2], [0.1, 0.3, -1.1], [0.4, -0.6, 0.0], [0.1, 0.2, 0.1], [-0.1, 0.1, 0.2], [0.0, 0.2, 0.2], [0.3, 0.0, 0.2], [-0.4, -0.5, -0.2], [-0.1, 0.0, 0.0], [0.0, 0.0, 0.0], [-0.1, -0.2, -0.1], [0.0, 0.2, 0.1], [0.3, 0.2, -0.1], [-0.1, -0.3, -0.3], [0.0, 0.2, 0.0], [-0.3, 0.0, 0.2], [0.3, 0.1, 0.1], [-0.2, 0.1, 0.2], [-0.3, -0.1, -0.3], [0.3, -0.3, -0.3], [0.0, -0.1, 0.3], [0.4, 0.1, 0.4], [-0.4, 0.0, -0.2], [0.1, 0.1, 0.1], [-0.1, -0.1, 0.2], [0.0, 0.0, 0.0], [0.1, 0.2, 0.0], [0.1, 0.1, 0.0], [0.4, -0.2, -0.3], [-0.3, 0.1, 0.2], [0.0, -0.1, 0.1], [-0.1, 0.0, 0.0], [0.0, 0.0, 0.2], [0.0, 0.1, 0.0], [-0.1, 0.0, 0.1], [-0.1, -0.1, -0.1], [0.0, -0.1, 0.1], [0.0, 0.0, -0.1], [-0.1, 0.1, 0.2], [0.0, 0.0, 0.2], [0.0, 0.1, -0.1], [0.0, -0.1, 0.0], [0.1, -0.1, 0.0], [-0.1, -0.1, 0.1], [-0.1, 0.1, 0.1], [0.0, 0.1, 0.0], [0.0, 0.1, 0.0], [0.0, -0.1, 0.0], [0.0, -0.1, 0.0], [0.0, 0.0, -0.1], [0.0, -0.1, 0.0], [-0.1, 0.1, 0.0], [0.0, 0.0, 0.0], [0.0, 0.0, 0.1], [0.1, 0.1, 0.1], [0.0, 0.0, -0.1], [0.0, 0.0, -0.1], [0.0, 0.0, 0.0], [0.0, -0.1, 0.0], [0.0, 0.0, -0.1], [0.0, 0.0, 0.1], [0.0, 0.0, 0.1], [0.0, -0.1, 0.0], [0.0, 0.0, 0.0], [0.0, 0.0, 0.0], [0.0, 0.0, 0.0], [0.0, 0.0, 0.0], [0.0, 0.0, 0.0], [0.0, 0.0, 0.0], [0.0, 0.0, -0.1], [0.0, 0.0, -0.1], [0.1, -0.1, 0.0]],
  "nbo_charge": [-0.611, -0.222, -0.691, -0.224, -0.613, 2.345, -0.940, -0.949, -0.366, -0.182, -0.243, 0.187, -0.433, -0.248, -0.069, -0.523, -0.073, -0.242, 0.169, -0.648, 0.704, -0.606, -0.500, -0.007, -0.421, -0.203, -0.408, -0.204, -0.470, 0.099, -0.043, -0.470, -0.468, -0.425, -0.211, 0.215, 0.218, 0.201, 0.174, 0.236, 0.200, 0.201, 0.235, 0.205, 0.205, 0.232, 0.221, 0.220, 0.182, 0.193, 0.172, 0.194, 0.178, 0.216, 0.178, 0.403, 0.230, 0.222, 0.236, 0.201, 0.217, 0.212, 0.207, 0.217, 0.219, 0.217, 0.219, 0.217, 0.217, 0.216, 0.239, 0.202, 0.240]
}